Here is a molecular structure, C39H64N9OS3SbSc at a distorted geometry from the OMol25 dataset. Energies are from the ωB97M-V functional and the def2-TZVPD basis.

E_LUMO: 1.764 eV
Highest occupied orbital energy: -2.02 eV
Frontier orbital gap: 3.8 eV
Energy relative to the best compared isomer or geometry (same formula, charge and spin): 1.0376 eV
Charge: -1

Last column: Löwdin charge in e.
Cartesian coordinates (Å):
Sc1 -0.662 -0.545 0.003  0.412
S1 -1.034 -1.131 -2.500  0.596
C1 -1.396 -2.751 -2.022  -1.124
S2 -1.665 -3.012 -0.331  0.633
C2 -1.456 -3.796 -2.923  -0.387
C3 -1.617 -5.145 -2.464  -0.280
N1 -1.719 -6.234 -2.097  0.125
C4 -1.357 -3.587 -4.340  -0.260
N2 -1.323 -3.437 -5.482  0.134
C5 -4.852 -2.617 1.083  -0.058
N3 -4.226 -1.296 1.087  -0.151
C6 -4.206 -0.660 -0.222  -0.053
C7 -3.304 -0.979 2.035  -0.373
N4 -2.140 -0.437 1.755  0.064
C8 -1.566 0.445 2.716  -0.232
C9 -2.381 1.423 3.225  -0.038
C10 -1.931 2.344 4.189  -0.078
C11 -0.646 2.281 4.625  -0.049
C12 0.251 1.316 4.099  -0.150
C13 1.589 1.312 4.561  -0.048
C14 2.484 0.414 4.068  -0.061
C15 2.068 -0.534 3.120  -0.042
C16 0.773 -0.604 2.668  -0.262
N5 0.478 -1.566 1.671  0.027
C17 1.028 -2.764 1.755  -0.397
N6 1.401 -3.435 0.655  -0.143
C18 1.790 -2.740 -0.569  -0.062
C19 1.215 -4.871 0.508  -0.045
N7 1.261 -3.424 2.938  -0.152
C20 2.540 -4.065 3.179  -0.054
C21 0.482 -3.162 4.125  -0.043
C22 -0.190 0.362 3.132  -0.049
N8 -3.726 -1.253 3.315  -0.146
C23 -2.813 -1.443 4.421  -0.038
C24 -5.103 -1.043 3.720  -0.057
H1 -4.347 -3.256 0.356  0.055
H2 -5.905 -2.522 0.809  0.089
H3 -4.776 -3.079 2.063  0.085
H4 -5.236 -0.608 -0.583  0.094
H5 -3.607 -1.217 -0.944  0.044
H6 -3.806 0.343 -0.128  0.070
H7 -3.394 1.491 2.846  0.122
H8 -2.610 3.093 4.577  0.101
H9 -0.274 2.974 5.370  0.107
H10 1.887 2.057 5.290  0.106
H11 3.518 0.432 4.388  0.107
H12 2.797 -1.209 2.688  0.118
H13 2.809 -3.025 -0.837  0.090
H14 1.770 -1.662 -0.426  -0.007
H15 1.135 -3.006 -1.399  0.072
H16 0.820 -5.297 1.426  0.091
H17 2.161 -5.358 0.258  0.094
H18 0.498 -5.055 -0.294  0.064
H19 3.128 -4.084 2.266  0.092
H20 2.403 -5.091 3.531  0.089
H21 3.096 -3.509 3.942  0.089
H22 -0.517 -2.863 3.829  0.069
H23 0.918 -2.383 4.759  0.094
H24 0.405 -4.086 4.701  0.094
H25 -1.809 -1.590 4.048  0.057
H26 -3.113 -2.330 4.985  0.098
H27 -2.805 -0.580 5.093  0.098
H28 -5.705 -0.749 2.867  0.089
H29 -5.143 -0.250 4.475  0.089
H30 -5.528 -1.951 4.158  0.088
S3 1.214 1.058 -0.247  0.114
C25 5.329 -0.097 -5.087  -0.163
C26 4.268 -0.808 -4.286  -0.611
C27 4.813 -1.929 -3.455  -0.186
C28 3.061 -1.205 -5.083  -0.183
Sb1 2.802 0.525 -2.194  1.348
C29 2.161 2.293 -3.381  -0.716
C30 3.176 2.571 -4.483  -0.127
C31 1.927 3.548 -2.548  -0.149
C32 0.842 1.830 -3.997  -0.156
C33 4.546 1.211 -0.994  -0.732
C34 4.337 2.564 -0.319  -0.150
C35 5.784 1.255 -1.884  -0.140
C36 4.705 0.131 0.076  -0.163
H31 5.907 -0.793 -5.746  0.065
H32 6.068 0.401 -4.450  0.043
H33 4.899 0.663 -5.745  0.046
H34 5.182 -2.783 -4.074  0.069
H35 4.037 -2.337 -2.790  0.036
H36 5.657 -1.612 -2.830  0.047
H37 3.269 -2.027 -5.809  0.070
H38 2.666 -0.365 -5.669  0.050
H39 2.249 -1.565 -4.434  0.046
H40 4.148 2.857 -4.075  0.066
H41 2.822 3.397 -5.122  0.081
H42 3.325 1.692 -5.106  0.035
H43 2.865 4.045 -2.299  0.059
H44 1.411 3.312 -1.614  0.001
H45 1.313 4.266 -3.117  0.069
H46 0.971 0.935 -4.610  0.064
H47 0.416 2.625 -4.630  0.079
H48 0.116 1.586 -3.214  0.025
H49 4.408 3.381 -1.038  0.057
H50 5.114 2.725 0.444  0.074
H51 3.365 2.615 0.177  0.019
H52 5.666 1.963 -2.706  0.059
H53 5.987 0.281 -2.325  0.035
H54 6.664 1.560 -1.294  0.080
H55 3.822 0.106 0.724  0.031
H56 5.585 0.342 0.702  0.077
H57 4.835 -0.859 -0.372  0.062
C37 -1.944 4.044 -2.723  -0.038
N9 -1.654 3.253 -1.540  -0.144
C38 -1.061 3.911 -0.380  -0.034
C39 -1.961 1.969 -1.496  -0.334
O1 -1.814 1.265 -0.492  -0.201
H58 -1.118 4.729 -2.909  0.081
H59 -2.862 4.624 -2.598  0.088
H60 -2.052 3.391 -3.587  0.089
H61 -1.829 4.407 0.220  0.093
H62 -0.339 4.648 -0.728  0.086
H63 -0.543 3.166 0.220  0.039
H64 -2.360 1.553 -2.428  0.139

---

Here is 8 unconnected molecules or ions with the total composition C39H64NO21PS2 at a distorted geometry from the OMol25 dataset. Energies are from the ωB97M-V functional and the def2-TZVPD basis.

SMILES: COCCCCCCCC[C@H]1OS(=O)(=O)O[C@]1(ON=O)[PH2]=S.O=C1CCCO1.O=C1CCCO1.O=C1CCCO1.O=C1CCCO1.O=C1CCCO1.O=C1CCCO1.O=C1CCCO1
E_LUMO: -1.181 eV
Highest occupied orbital energy: -8.57 eV
Frontier orbital gap: 7.4 eV

Last column: Löwdin charge in e.
Cartesian coordinates (Å):
C1 -3.168 -0.008 2.819  -0.110
O1 -2.836 0.142 1.440  -0.199
C2 -1.510 -0.305 1.166  -0.224
C3 -0.554 0.887 0.797  -0.134
C4 0.123 1.495 2.097  -0.163
C5 1.658 1.194 2.244  -0.182
C6 1.961 0.028 3.265  -0.193
C7 1.569 0.550 4.672  -0.199
C8 1.506 -0.538 5.791  -0.168
C9 0.647 -1.795 5.427  -0.109
C10 -0.710 -1.882 6.202  -0.256
O2 -1.348 -3.046 5.578  -0.216
S1 -0.883 -4.419 6.346  0.720
O3 0.378 -5.056 5.933  -0.252
O4 -1.951 -5.428 6.270  -0.244
O5 -0.553 -3.756 7.829  -0.169
C11 -0.681 -2.337 7.713  -0.598
O6 0.215 -1.681 8.578  -0.047
N1 -0.446 -0.739 9.393  -0.020
O7 -0.338 0.329 8.941  0.119
P1 -2.532 -2.114 8.242  0.458
S2 -2.951 -2.993 9.940  0.222
H1 -2.647 0.781 3.401  0.084
H2 -4.266 0.057 2.902  0.089
H3 -2.856 -1.014 3.169  0.082
H4 -1.059 -0.869 2.004  0.107
H5 -1.546 -0.969 0.275  0.117
H6 0.171 0.581 0.031  0.071
H7 -1.222 1.657 0.352  0.095
H8 -0.487 1.129 2.950  0.083
H9 -0.026 2.594 2.041  0.068
H10 2.056 0.926 1.247  0.085
H11 2.224 2.082 2.596  0.109
H12 1.366 -0.833 2.908  0.089
H13 3.034 -0.216 3.163  0.117
H14 0.631 1.133 4.695  0.103
H15 2.370 1.262 4.975  0.117
H16 1.010 -0.059 6.666  0.088
H17 2.507 -0.847 6.136  0.116
H18 0.402 -1.897 4.358  0.113
H19 1.230 -2.692 5.721  0.118
H20 -1.343 -0.984 6.060  0.159
H21 -3.360 -2.668 7.219  0.023
H22 -2.862 -0.733 8.332  -0.005
O8 -6.414 -2.789 10.658  0.103
C12 -6.488 -3.727 11.394  -0.493
C13 -5.375 -4.688 11.744  -0.118
C14 -6.139 -5.848 12.365  -0.162
C15 -7.354 -5.157 12.950  -0.166
O9 -7.617 -4.051 12.076  0.024
H23 -4.705 -4.209 12.461  0.128
H24 -4.827 -4.991 10.856  0.086
H25 -5.566 -6.409 13.103  0.116
H26 -6.449 -6.543 11.581  0.119
H27 -7.168 -4.769 13.956  0.126
H28 -8.225 -5.810 12.982  0.123
O10 0.282 4.666 1.362  0.111
C16 -0.891 4.788 1.131  -0.476
C17 -1.530 5.890 0.322  -0.069
C18 -2.999 5.757 0.692  -0.152
C19 -3.115 4.280 1.004  -0.144
O11 -1.834 3.905 1.540  0.006
H29 -1.359 5.693 -0.738  0.130
H30 -1.125 6.861 0.599  0.125
H31 -3.683 6.086 -0.089  0.108
H32 -3.206 6.344 1.590  0.119
H33 -3.304 3.680 0.114  0.101
H34 -3.893 4.078 1.738  0.129
O12 1.857 -1.103 0.032  0.106
C20 2.211 -1.156 -1.113  -0.470
C21 1.666 -0.334 -2.257  -0.072
C22 2.180 -1.090 -3.472  -0.153
C23 3.459 -1.706 -2.945  -0.153
O13 3.208 -1.958 -1.548  0.044
H35 2.082 0.674 -2.198  0.141
H36 0.579 -0.301 -2.228  0.113
H37 2.335 -0.465 -4.350  0.114
H38 1.470 -1.877 -3.741  0.107
H39 4.306 -1.032 -3.029  0.106
H40 3.702 -2.643 -3.446  0.126
O14 5.187 1.187 -4.197  0.125
C24 5.253 0.491 -5.170  -0.468
C25 5.747 0.893 -6.534  -0.069
C26 5.230 -0.241 -7.407  -0.151
C27 5.198 -1.406 -6.442  -0.150
O15 4.908 -0.826 -5.160  -0.020
H41 6.839 0.932 -6.519  0.139
H42 5.331 1.863 -6.834  0.081
H43 5.839 -0.432 -8.290  0.119
H44 4.215 -0.012 -7.741  0.105
H45 6.161 -1.923 -6.380  0.128
H46 4.425 -2.130 -6.699  0.111
O16 -4.464 4.662 -2.262  0.125
C28 -3.783 3.802 -2.740  -0.480
C29 -3.719 3.417 -4.198  -0.074
C30 -3.028 2.064 -4.143  -0.155
C31 -2.171 2.192 -2.899  -0.150
O17 -2.912 3.055 -2.019  0.003
H47 -3.124 4.159 -4.733  0.134
H48 -4.717 3.349 -4.625  0.128
H49 -2.453 1.824 -5.037  0.118
H50 -3.772 1.277 -4.000  0.121
H51 -1.203 2.656 -3.105  0.132
H52 -2.005 1.233 -2.411  0.122
O18 4.638 3.591 -7.122  0.117
C32 4.550 3.951 -8.261  -0.466
C33 4.166 5.328 -8.739  -0.071
C34 3.842 5.082 -10.204  -0.158
C35 4.738 3.905 -10.536  -0.154
O19 4.834 3.150 -9.317  0.031
H53 5.020 5.996 -8.615  0.136
H54 3.307 5.705 -8.188  0.129
H55 4.011 5.946 -10.846  0.118
H56 2.794 4.790 -10.304  0.120
H57 5.743 4.217 -10.831  0.129
H58 4.321 3.276 -11.320  0.126
O20 2.009 -1.256 -7.578  0.116
C36 1.565 -2.350 -7.778  -0.485
C37 0.800 -3.199 -6.793  -0.074
C38 0.852 -4.573 -7.442  -0.156
C39 0.934 -4.226 -8.916  -0.156
O21 1.656 -2.985 -8.971  0.033
H59 -0.221 -2.820 -6.718  0.136
H60 1.281 -3.191 -5.817  0.113
H61 0.004 -5.211 -7.196  0.119
H62 1.763 -5.091 -7.132  0.121
H63 -0.052 -4.074 -9.362  0.128
H64 1.466 -4.982 -9.489  0.126